Record 1
Here is C30H23BrCl3NO6PPd as an isolated structure from the OMol25 dataset. Energies are from the ωB97M-V functional and the def2-TZVPD basis.

```
! RIJCOSX wB97M-V def2-TZVPD def2/J DEFGRID3
* xyz 1 1
Pd 1.126 -0.588 1.706
C -1.593 4.798 2.698
C -1.537 3.582 3.364
C -1.053 2.455 2.719
C -0.632 2.551 1.393
C -0.696 3.771 0.720
C -1.180 4.891 1.375
P -0.048 1.029 0.633
C 0.778 1.461 -0.926
C 0.503 0.803 -2.058
C 1.416 0.806 -3.252
C 2.672 1.612 -2.983
C 2.545 2.736 -2.025
C 1.790 2.540 -0.945
C -1.580 0.132 0.265
C -2.644 0.571 -0.481
C -3.829 -0.196 -0.521
C -3.936 -1.346 0.219
C -2.870 -1.795 1.037
C -2.935 -2.962 1.840
C -1.864 -3.331 2.603
C -0.669 -2.565 2.615
C -0.599 -1.425 1.869
C -1.682 -1.031 1.050
H -1.957 5.678 3.211
H -1.855 3.510 4.395
H -0.968 1.516 3.253
H -0.419 3.849 -0.324
H -1.241 5.836 0.851
H -0.383 0.187 -2.120
H 0.880 1.206 -4.120
H 3.296 1.786 -3.857
H 3.148 3.621 -2.170
H 1.811 3.245 -0.125
H -2.584 1.502 -1.034
H -4.663 0.142 -1.121
H -4.855 -1.919 0.205
H -3.844 -3.549 1.842
H -1.918 -4.218 3.221
H 0.170 -2.875 3.227
C -1.611 -2.606 -4.158
C -0.375 -2.074 -3.488
C 0.561 -1.401 -4.163
C 1.788 -0.690 -3.634
C 2.317 -1.430 -2.454
Br 5.688 -1.808 -1.625
N 0.633 -2.502 -1.238
C -0.339 -2.307 -2.028
H -1.682 -2.261 -5.187
H -2.505 -2.285 -3.620
H -1.606 -3.698 -4.160
H 0.396 -1.252 -5.225
H 2.544 -0.670 -4.423
H -1.290 -2.330 -1.492
Cl 3.597 -1.421 6.084
C 1.930 -0.870 5.904
Cl 0.780 -2.201 6.210
C 1.614 -0.316 4.505
O 0.830 0.623 4.451
O 2.176 -0.926 3.532
H 1.742 -0.111 6.654
O 4.683 -2.230 -2.937
Cl 3.364 -0.624 -1.413
O 3.030 -0.719 0.002
O 3.715 0.669 -2.302
O 1.921 -2.580 -2.038
*
```

Results
Molar mass in Da: 817.2
HOMO energy in Ha: -0.39418
Energy above the lowest of the compared OMol25 structures with the same formula, charge and spin in eV: 9.518
Electronic energy in Eh: -6086.21924
Largest force on an atom in eV/A: 1.37
LUMO energy in eV: -6.4

Here are the natural (NBO) charges for atoms 1 to 5, given in e: atom 1 (Pd): 0.63, atom 2 (C): -0.17, atom 3 (C): -0.19, atom 4 (C): -0.16, atom 5 (C): -0.42


Record 2
Here is a 2-piece molecular cluster, C34H46F5N2O3Si overall from the OMol25 dataset. Energies are from the ωB97M-V functional and the def2-TZVPD basis.

```
! RIJCOSX wB97M-V def2-TZVPD def2/J DEFGRID3
* xyz 1 1
C -6.266 -0.577 2.859
C -4.870 -0.957 3.338
C -4.018 0.215 3.837
C -2.542 -0.112 3.852
O -2.179 -0.126 2.408
C -0.971 -0.525 2.012
C -0.773 -0.686 0.677
O -0.054 -0.723 2.974
Si 1.656 -0.424 2.740
C 2.323 -0.748 1.033
C 1.743 1.386 3.158
C 2.580 -1.566 4.002
C 2.995 -2.923 3.397
C 1.671 -1.828 5.212
C 3.807 -0.769 4.469
H -6.788 -1.485 2.548
H -6.846 -0.094 3.652
H -6.239 0.092 1.988
H -4.922 -1.697 4.150
H -4.328 -1.430 2.511
H -4.181 1.113 3.221
H -4.335 0.482 4.859
H -1.965 0.690 4.328
H -2.326 -1.098 4.291
H 0.086 -1.256 0.364
H -1.675 -0.732 0.070
H 3.392 -0.493 1.058
H 2.218 -1.805 0.748
H 1.854 -0.110 0.271
H 2.744 1.773 2.923
H 1.019 1.980 2.589
H 1.549 1.553 4.225
H 3.712 -2.826 2.571
H 3.473 -3.542 4.174
H 2.126 -3.486 3.032
H 1.318 -0.893 5.665
H 0.803 -2.443 4.946
H 2.235 -2.373 5.984
H 3.509 0.170 4.954
H 4.376 -1.352 5.209
H 4.494 -0.519 3.648
C -5.198 6.030 2.611
N -3.816 5.907 2.203
C -2.990 6.989 2.181
O -3.325 8.128 2.512
C -1.626 6.506 1.666
C -0.464 6.867 2.586
C -0.576 8.222 3.230
C -0.929 8.347 4.577
F -1.174 7.225 5.307
C -1.103 9.579 5.197
F -1.447 9.653 6.498
C -0.924 10.745 4.449
F -1.107 11.947 5.022
C -0.526 10.658 3.113
F -0.324 11.786 2.402
C -0.340 9.405 2.530
F 0.058 9.337 1.231
N -1.834 5.067 1.487
C -0.842 4.249 1.069
C -0.995 2.956 0.543
C 0.057 2.152 0.076
C 0.068 1.410 -1.160
C 1.306 1.194 -1.832
C 1.400 0.244 -2.839
C 0.288 -0.539 -3.171
C -0.988 -0.170 -2.696
C -1.103 0.821 -1.719
C -3.236 4.657 1.700
C -3.339 3.577 2.772
C -3.938 4.242 0.396
H -5.337 7.000 3.095
H -5.882 5.968 1.757
H -5.474 5.245 3.319
H -1.459 7.009 0.695
H -0.410 6.128 3.391
H 0.450 6.806 1.976
H 0.157 4.693 1.091
H -1.988 2.530 0.422
H 1.025 2.241 0.583
H 2.155 1.829 -1.563
H 2.368 0.089 -3.334
H 0.404 -1.391 -3.840
H -1.886 -0.694 -3.040
H -2.078 1.097 -1.316
H -2.923 3.965 3.711
H -4.393 3.324 2.935
H -2.792 2.679 2.475
H -4.268 5.137 -0.141
H -3.276 3.673 -0.254
H -4.818 3.632 0.632
*
```

Results
Molar mass in Da: 653.8
HOMO energy in Ha: -0.39037
Energy above the lowest of the compared OMol25 structures with the same formula, charge and spin in eV: 1.013
Electronic energy in Eh: -2446.97145
Largest force on an atom in eV/A: 2.02
LUMO energy in eV: -4.9

Here are the Mulliken charges for atoms 1 to 5, given in e: atom 1 (C): -1.34, atom 2 (C): -0.31, atom 3 (C): -0.07, atom 4 (C): -0.72, atom 5 (O): -0.17


Record 3
Here is a 6-piece molecular cluster, C18H45F2N2O9 overall from the OMol25 dataset. Energies are from the ωB97M-V functional and the def2-TZVPD basis.

```
! RIJCOSX wB97M-V def2-TZVPD def2/J DEFGRID3
* xyz 1 1
C 1.303 -4.158 1.166
C 1.011 -3.043 -0.044
F 0.289 -3.836 -1.109
C 0.004 -1.846 0.504
N -0.695 -1.073 -0.626
C 0.363 -0.711 -1.633
C 0.067 0.563 -2.601
N -0.666 1.722 -2.012
C -1.066 1.565 -0.579
C 0.182 2.096 0.341
C 1.275 3.031 -0.451
O 2.591 2.713 -0.306
O 0.971 4.214 -1.276
C -1.600 0.034 -0.168
C -1.839 0.140 1.461
O -2.698 -0.897 2.041
O -2.616 -0.758 3.358
C -3.145 -0.043 -0.803
C -3.210 -0.291 -2.414
C -4.514 -1.312 -2.667
F -3.564 0.941 -3.212
H 2.429 -4.018 1.455
H 0.546 -4.001 2.044
H 1.174 -5.230 0.694
H 2.045 -2.656 -0.432
H -0.774 -2.423 1.202
H 0.636 -1.122 1.211
H -1.306 -1.812 -1.090
H 0.542 -1.630 -2.376
H 1.350 -0.450 -1.013
H -0.476 0.171 -3.585
H 1.123 0.967 -2.983
H -1.391 2.145 -2.625
H -1.967 2.322 -0.382
H 0.779 1.166 0.766
H -0.246 2.719 1.264
H 1.707 4.212 -1.985
H -2.423 1.171 1.619
H -0.870 0.231 2.104
H -2.038 -1.521 3.670
H -3.686 0.995 -0.565
H -3.809 -0.866 -0.300
H -2.294 -0.878 -2.870
H -5.538 -0.733 -2.580
H -4.447 -1.795 -3.755
H -4.500 -2.226 -1.921
C -2.183 6.117 -2.648
O -1.958 5.136 -1.652
H -3.256 6.194 -2.834
H -1.805 7.082 -2.302
H -1.675 5.824 -3.570
H -0.997 5.090 -1.508
C -0.127 -7.058 3.586
O -0.189 -6.420 2.323
H 0.618 -6.551 4.204
H -1.103 -6.999 4.073
H 0.163 -8.103 3.453
H -0.857 -6.891 1.797
C 5.966 -3.613 1.025
O 4.960 -3.987 1.948
H 5.772 -4.103 0.069
H 5.950 -2.529 0.886
H 6.943 -3.928 1.402
H 5.159 -3.536 2.786
C -2.289 4.179 3.369
O -1.391 3.090 3.252
H -2.400 4.654 2.391
H -3.262 3.817 3.708
H -1.890 4.907 4.081
H -1.313 2.690 4.135
C 5.592 3.725 -1.959
O 5.068 2.543 -1.384
H 6.454 3.466 -2.579
H 4.829 4.198 -2.581
H 5.907 4.408 -1.167
H 4.305 2.803 -0.840
*
```

Results
Molar mass in Da: 471.6
HOMO energy in Ha: -0.42478
Energy above the lowest of the compared OMol25 structures with the same formula, charge and spin in eV: 8.245
Electronic energy in Eh: -1698.55391
Largest force on an atom in eV/A: 8.80
LUMO energy in eV: -2.4

Here are the Mulliken charges for atoms 1 to 5, given in e: atom 1 (C): -0.82, atom 2 (C): 0.57, atom 3 (F): -0.39, atom 4 (C): -0.81, atom 5 (N): 0.17


Q: Among the records above, which one has the lowest LUMO energy?
A: C30H23BrCl3NO6PPd